1.
C32H40AuN7S4Si2 | the ωB97M-V functional and the def2-TZVPD basis

Summary:
molar mass: 904.13 g/mol
HOMO energy: -0.443 eV
net charge: -2

Last column: Löwdin charge in e.
CARTESIAN COORDINATES (ANGSTROEM)
Au  -0.663  0.520  0.200  0.9394
C  -2.754  2.916  3.941  -0.2052
Si  -1.489  2.725  2.518  0.4027
C  -2.235  3.849  1.203  -0.2052
C  0.122  3.431  3.192  -0.1705
N  -1.424  1.062  1.993  -0.1993
C  -1.797  -0.055  2.724  -0.3499
C  -1.880  -0.091  4.111  -0.0866
C  -2.336  -1.218  4.793  -0.1532
C  -2.685  -2.345  4.075  -0.1577
C  -2.551  -2.355  2.690  -0.0810
C  -2.093  -1.243  1.977  -0.3761
N  -1.869  -1.202  0.619  -0.2062
Si  -2.258  -2.359  -0.575  0.3501
C  -2.937  -1.435  -2.076  -0.1935
C  -0.792  -3.470  -0.997  -0.2238
C  -3.665  -3.580  -0.171  -0.1999
H  -3.090  3.957  3.901  0.0117
H  -2.343  2.740  4.935  0.0059
H  -3.623  2.270  3.818  0.0239
H  -2.182  4.890  1.536  0.0147
H  -3.287  3.593  1.049  0.0158
H  -1.692  3.740  0.268  -0.0125
H  -0.093  4.163  3.977  0.0133
H  0.717  3.913  2.417  0.0054
H  0.742  2.641  3.621  0.0286
H  -1.556  0.767  4.683  0.0767
H  -2.396  -1.201  5.876  0.0745
H  -3.036  -3.239  4.581  0.0744
H  -2.770  -3.266  2.157  0.0627
H  -2.322  -0.579  -2.344  -0.0203
H  -3.925  -1.052  -1.807  0.0289
H  -3.045  -2.076  -2.956  0.0220
H  0.108  -2.885  -1.187  -0.0293
H  -0.997  -4.109  -1.859  0.0097
H  -0.589  -4.110  -0.134  0.0166
H  -4.533  -3.083  0.265  0.0251
H  -3.364  -4.389  0.493  0.0068
H  -3.973  -4.029  -1.121  0.0181
S  -1.587  -2.449  -6.430  0.4883
C  -1.049  -1.432  -5.210  -1.0997
S  -0.161  -1.992  -3.837  0.9785
C  -0.143  -0.386  -3.147  -1.0788
N  -0.734  0.483  -3.905  0.0200
N  -1.235  -0.103  -5.048  -0.1448
C  -1.950  0.781  -5.903  -0.1988
C  -1.882  0.666  -7.286  -0.0524
C  -2.581  1.565  -8.076  -0.0976
C  -3.336  2.574  -7.499  -0.1143
C  -3.383  2.690  -6.117  -0.0896
C  -2.693  1.799  -5.314  -0.0071
S  0.706  0.005  -1.690  0.5728
H  -1.293  -0.121  -7.728  0.0640
H  -2.527  1.472  -9.154  0.0949
H  -3.879  3.274  -8.123  0.0902
H  -3.960  3.480  -5.654  0.0987
H  -2.701  1.889  -4.238  0.1152
N  0.174  2.326  0.006  -0.1737
C  1.424  2.509  0.368  -0.5312
C  2.333  1.554  0.938  -0.1106
C  3.616  1.894  1.301  -0.1652
C  4.134  3.179  1.124  -0.1838
C  3.280  4.128  0.550  -0.1724
C  1.990  3.827  0.189  -0.1029
H  1.981  0.543  1.092  0.0069
H  4.241  1.124  1.750  0.0746
H  5.148  3.429  1.416  0.0550
H  3.638  5.143  0.387  0.0764
H  1.350  4.587  -0.245  0.0866
C  5.417  -3.895  3.975  -0.0273
C  4.876  -3.098  2.832  -0.3022
C  5.629  -2.494  1.879  0.0023
C  4.927  -1.787  0.848  -0.3221
N  3.633  -1.664  0.815  0.1202
C  2.854  -2.204  1.806  -0.8366
S  1.244  -1.965  1.909  0.7449
N  3.525  -2.978  2.756  0.0786
C  5.686  -1.124  -0.262  -0.0221
H  6.502  -3.950  3.918  0.0755
H  5.012  -4.909  3.961  0.0846
H  5.138  -3.435  4.925  0.0869
H  6.707  -2.557  1.893  0.1020
H  2.924  -3.362  3.471  0.1247
H  6.736  -1.416  -0.275  0.0660
H  5.609  -0.040  -0.145  0.0815
H  5.215  -1.366  -1.214  0.0876

---

2.
C17H42N5O4SSiV | the ωB97M-V functional and the def2-TZVPD basis

Summary:
molar mass: 491.65 g/mol
multiplicity: 2
HOMO energy (spin up / spin down): -18.517 / -18.539 eV
net charge: +3

Last column: natural (NBO) charge in e.
CARTESIAN COORDINATES (ANGSTROEM)
V  -1.128  -0.835  -0.029  1.2957
C  2.221  -1.972  1.449  -0.6445
C  2.110  -1.706  -0.047  0.2999
C  1.670  -2.943  -0.808  -0.6495
C  3.407  -1.152  -0.611  -0.6578
O  1.035  -0.674  -0.241  -1.0019
Si  1.292  0.966  -0.327  2.3794
S  -1.011  1.211  -0.535  -0.0802
O  1.605  1.476  1.131  -1.0014
C  2.320  2.627  1.743  0.3024
C  2.093  2.482  3.236  -0.6276
C  1.709  3.907  1.200  -0.6438
C  3.786  2.499  1.369  -0.6432
O  1.975  1.594  -1.584  -0.9829
C  1.881  1.778  -3.051  0.3043
C  1.100  3.058  -3.283  -0.6322
C  1.179  0.569  -3.649  -0.6352
C  3.314  1.889  -3.539  -0.6307
H  3.018  -2.691  1.633  0.2660
H  1.290  -2.399  1.834  0.1935
H  2.453  -1.051  1.985  0.2329
H  2.466  -3.686  -0.799  0.2680
H  1.456  -2.699  -1.852  0.2263
H  0.795  -3.391  -0.337  0.2115
H  4.201  -1.881  -0.460  0.2699
H  3.706  -0.227  -0.107  0.2278
H  3.326  -0.965  -1.683  0.2339
H  1.030  2.563  3.472  0.2069
H  2.621  3.276  3.764  0.2530
H  2.475  1.525  3.595  0.2165
H  0.641  3.954  1.422  0.2145
H  1.857  3.979  0.121  0.2199
H  2.192  4.763  1.669  0.2567
H  4.202  1.562  1.745  0.2190
H  4.354  3.320  1.805  0.2562
H  3.907  2.538  0.284  0.2214
H  0.094  2.982  -2.865  0.1999
H  1.017  3.247  -4.352  0.2512
H  1.610  3.907  -2.829  0.2371
H  0.174  0.460  -3.230  0.1838
H  1.753  -0.344  -3.473  0.2141
H  1.081  0.702  -4.725  0.2608
H  3.813  2.732  -3.061  0.2360
H  3.320  2.052  -4.616  0.2477
H  3.874  0.979  -3.322  0.2182
C  -5.712  -0.990  -0.930  -0.4284
N  -5.238  -0.811  0.447  -0.3108
C  -6.259  -0.553  1.475  -0.4528
C  -3.956  -0.822  0.742  0.6921
N  -2.978  -0.978  -0.148  -0.7850
N  -3.616  -0.675  2.075  -0.5868
C  -2.360  -0.666  2.626  0.6865
N  -2.305  -0.594  3.949  -0.7196
N  -1.280  -0.722  1.871  -0.8090
H  -6.700  -1.440  -0.902  0.2637
H  -5.074  -1.662  -1.501  0.2151
H  -5.788  -0.030  -1.446  0.2484
H  -7.232  -0.503  1.000  0.2758
H  -6.097  0.408  1.967  0.2332
H  -6.298  -1.363  2.207  0.2342
H  -3.320  -1.083  -1.100  0.4093
H  -4.387  -0.567  2.716  0.4471
H  -3.134  -0.571  4.525  0.4388
H  -1.425  -0.538  4.439  0.4446
H  -0.412  -0.654  2.396  0.4220
C  -1.590  -4.320  -1.099  -0.2579
O  -1.548  -3.353  -0.012  -0.7866
H  -2.612  -4.649  -1.279  0.2069
H  -0.969  -5.183  -0.865  0.2190
H  -1.203  -3.834  -1.991  0.1959
H  -1.788  -3.822  0.794  0.5105

---

Quick rundown of relative energy (zero: lowest compared OMol25 entry of this formula, charge and spin), same order as above: 282.2 17.6 kJ/mol
Quick rundown of E, same order as above: -3934.2168 -2878.6596 hartree